A) Below is a molecular structure, C27H29BBr2Cl2N7O2Ti, with properties calculated with the ωB97M-V functional and the def2-TZVPD basis.

Results
net charge: -1

Structure (XYZ):
```
71
C27H29BBr2Cl2N7O2Ti | OMol25 | the ωB97M-V functional and the def2-TZVPD basis
Ti 0.630 0.681 -0.079
C 0.258 1.050 -3.647
C -0.021 -0.312 -3.105
C -0.342 -1.444 -3.864
C -0.429 -2.482 -2.961
C -0.736 -3.921 -3.218
N -0.172 -1.977 -1.742
N 0.079 -0.651 -1.819
B -0.137 -2.738 -0.407
N 1.164 -2.402 0.349
N 1.403 -1.160 0.824
C 2.497 -1.236 1.586
C 3.108 -0.069 2.284
C 2.966 -2.553 1.598
C 2.092 -3.262 0.798
C 2.132 -4.714 0.453
N -1.336 -2.309 0.446
N -1.555 -1.003 0.726
C -2.674 -0.963 1.445
C -3.330 0.279 1.951
C -3.164 -2.267 1.651
C -2.282 -3.096 0.996
C -2.322 -4.584 0.856
H -0.170 1.144 -4.645
H -0.170 1.813 -3.005
H 1.338 1.198 -3.712
H -0.487 -1.487 -4.931
H -0.886 -4.071 -4.286
H 0.085 -4.559 -2.888
H -1.639 -4.233 -2.690
H -0.181 -3.912 -0.610
H 2.341 0.506 2.798
H 3.837 -0.427 3.012
H 3.618 0.578 1.567
H 3.832 -2.932 2.115
H 3.032 -5.153 0.880
H 1.264 -5.244 0.850
H 2.151 -4.860 -0.628
H -3.288 1.078 1.216
H -4.375 0.064 2.177
H -2.845 0.636 2.860
H -4.053 -2.552 2.190
H -3.185 -4.972 1.396
H -2.405 -4.880 -0.191
H -1.422 -5.046 1.267
Cl -4.076 5.714 1.914
C -3.062 4.527 1.131
C -3.248 4.285 -0.232
C -2.446 3.328 -0.825
Cl -2.660 3.007 -2.520
C -1.463 2.596 -0.142
O -0.732 1.698 -0.772
C -1.313 2.852 1.272
C -0.493 2.058 2.081
O 0.273 1.073 1.674
C -2.130 3.853 1.866
H -3.990 4.815 -0.809
H -0.503 2.258 3.155
H -2.017 4.055 2.924
Br 4.304 4.380 2.693
C 3.328 3.971 1.106
C 3.678 4.572 -0.092
C 2.881 4.247 -1.180
C 1.864 3.331 -1.032
N 1.572 2.710 0.119
C 2.278 3.087 1.188
H 4.519 5.244 -0.171
H 3.072 4.694 -2.146
H 1.238 3.065 -1.872
H 1.984 2.671 2.141
Br 2.922 0.355 -1.330
```


B) Below is a molecular structure, C27H29BBr2Cl2N7O2Ti, with properties calculated with the ωB97M-V functional and the def2-TZVPD basis.

Results
net charge: -1

Structure (XYZ):
```
71
C27H29BBr2Cl2N7O2Ti | OMol25 | the ωB97M-V functional and the def2-TZVPD basis
Ti -0.242 -0.165 -1.212
C 1.240 3.031 -0.288
C 0.166 2.457 0.567
C -0.410 3.039 1.703
C -1.310 2.103 2.177
C -2.201 2.199 3.365
N -1.255 1.037 1.354
N -0.366 1.255 0.374
B -2.068 -0.267 1.382
N -2.962 -0.262 0.133
N -2.414 -0.323 -1.100
C -3.418 -0.339 -1.981
C -3.249 -0.416 -3.457
C -4.638 -0.282 -1.296
C -4.310 -0.232 0.045
C -5.222 -0.135 1.218
N -1.125 -1.473 1.266
N -0.339 -1.656 0.186
C 0.301 -2.818 0.337
C 1.262 -3.375 -0.656
C -0.091 -3.398 1.548
C -0.999 -2.520 2.110
C -1.751 -2.648 3.388
H 1.798 3.775 0.279
H 0.816 3.510 -1.171
H 1.912 2.240 -0.616
H -0.194 4.002 2.122
H -2.069 3.169 3.842
H -1.967 1.420 4.089
H -3.245 2.081 3.076
H -2.719 -0.330 2.367
H -2.487 0.288 -3.787
H -4.196 -0.188 -3.947
H -2.929 -1.411 -3.762
H -5.618 -0.267 -1.731
H -6.249 -0.062 0.866
H -4.993 0.749 1.813
H -5.130 -1.007 1.865
H 1.820 -2.572 -1.140
H 0.733 -3.924 -1.437
H 1.954 -4.058 -0.165
H 0.252 -4.328 1.955
H -1.464 -3.565 3.895
H -2.826 -2.673 3.204
H -1.542 -1.806 4.048
Cl 4.478 1.636 -6.160
C 3.617 1.151 -4.733
C 4.277 0.398 -3.767
C 3.557 0.003 -2.651
Cl 4.353 -0.933 -1.435
C 2.204 0.318 -2.440
O 1.564 -0.081 -1.385
C 1.562 1.132 -3.455
C 0.226 1.543 -3.325
O -0.582 1.218 -2.377
C 2.306 1.527 -4.590
H 5.314 0.129 -3.885
H -0.182 2.195 -4.113
H 1.818 2.118 -5.348
Br 4.099 2.576 3.935
C 3.712 1.001 2.918
C 4.668 -0.012 2.833
C 4.281 -1.152 2.120
C 3.028 -1.199 1.551
N 2.124 -0.210 1.629
C 2.483 0.875 2.318
H 5.642 0.084 3.281
H 4.962 -1.984 2.019
H 2.708 -2.064 0.994
H 1.750 1.668 2.393
Br -0.224 -1.791 -3.152
```


Tell me which of them is the most stable. Sure, it is B).


A) Below is a molecular structure, C17H15B2Cl2F10FeN5O10S2, with properties calculated with the ωB97M-V functional and the def2-TZVPD basis.

Results
spin multiplicity: 5

Structure (XYZ):
```
64
C17H15B2Cl2F10FeN5O10S2 | OMol25 | the ωB97M-V functional and the def2-TZVPD basis
Fe 0.663 -0.180 -0.275
C 2.777 3.663 0.133
C 2.397 2.224 0.050
N 1.434 1.773 -0.659
O 0.712 2.674 -1.373
B 0.411 2.213 -2.747
F 1.571 2.017 -3.472
F -0.484 3.082 -3.295
O -0.322 0.861 -2.694
N 0.418 -0.118 -2.179
C 0.786 -1.126 -2.877
C 0.557 -1.244 -4.338
C 1.451 -2.170 -2.057
N 1.405 -1.907 -0.800
O 2.006 -2.701 0.074
B 3.439 -2.255 0.370
F 4.004 -3.236 1.115
F 4.057 -2.028 -0.863
O 3.433 -0.997 1.158
N 2.788 -0.002 0.529
C 3.156 1.189 0.796
C 4.272 1.553 1.716
C 2.094 -3.359 -2.660
H 2.207 4.246 -0.582
H 3.844 3.790 -0.051
H 2.574 4.027 1.142
H 0.174 -0.308 -4.732
H -0.155 -2.048 -4.535
H 1.492 -1.502 -4.836
H 4.674 0.655 2.172
H 3.921 2.229 2.496
H 5.065 2.062 1.165
H 2.964 -3.047 -3.240
H 1.393 -3.862 -3.328
H 2.423 -4.039 -1.880
Cl -6.388 2.331 -0.777
C -4.744 1.990 -0.483
C -3.926 2.979 0.066
C -2.611 2.689 0.317
Cl -1.580 3.850 1.004
C -2.043 1.374 0.007
O -0.861 1.149 0.283
C -2.939 0.396 -0.571
C -2.507 -0.980 -0.871
O -1.376 -1.410 -0.804
C -4.247 0.706 -0.786
H -4.325 3.956 0.296
H -3.322 -1.649 -1.187
H -4.925 -0.048 -1.166
F -0.583 0.390 4.950
C -0.486 0.628 3.652
F -1.495 1.410 3.274
F 0.657 1.271 3.415
S -0.523 -0.986 2.699
O 0.469 -0.714 1.642
O -0.169 -2.009 3.623
N -1.910 -1.061 2.018
S -3.291 -1.481 2.693
O -4.297 -1.292 1.686
O -3.474 -0.963 4.013
C -3.184 -3.326 2.867
F -2.507 -3.667 3.950
F -2.596 -3.852 1.791
F -4.422 -3.810 2.956
```


B) Below is a molecular structure, C17H15B2Cl2F10FeN5O10S2, with properties calculated with the ωB97M-V functional and the def2-TZVPD basis.

Results
spin multiplicity: 5

Structure (XYZ):
```
64
C17H15B2Cl2F10FeN5O10S2 | OMol25 | the ωB97M-V functional and the def2-TZVPD basis
Fe 0.428 -0.347 0.584
C -1.915 -3.908 2.364
C -0.846 -2.892 2.088
N -0.115 -3.156 1.079
O 0.870 -2.227 0.797
B 2.007 -2.797 -0.153
F 1.595 -3.847 -0.877
F 3.076 -3.024 0.685
O 2.298 -1.620 -1.038
N 2.141 -0.523 -0.296
C 3.138 0.232 -0.024
C 4.482 -0.006 -0.605
C 2.845 1.281 0.964
N 1.731 1.086 1.570
O 1.396 1.973 2.500
B 0.075 1.693 3.160
F 0.026 2.458 4.284
F -0.952 1.991 2.250
O -0.009 0.274 3.573
N -0.171 -0.661 2.609
C -0.686 -1.758 3.025
C -1.116 -1.952 4.445
C 3.776 2.409 1.236
H -1.911 -4.645 1.565
H -1.745 -4.413 3.315
H -2.895 -3.429 2.404
H 4.706 -1.071 -0.566
H 4.473 0.288 -1.657
H 5.242 0.562 -0.077
H -1.172 -0.997 4.955
H -2.080 -2.453 4.485
H -0.390 -2.582 4.964
H 4.632 2.066 1.821
H 4.151 2.817 0.297
H 3.263 3.183 1.799
Cl -5.577 3.965 -0.636
C -4.443 2.747 -0.262
C -4.886 1.551 0.309
C -3.974 0.575 0.606
Cl -4.469 -0.897 1.303
C -2.548 0.748 0.345
O -1.760 -0.161 0.619
C -2.153 2.014 -0.251
C -0.756 2.298 -0.592
O 0.189 1.561 -0.405
C -3.081 2.969 -0.541
H -5.936 1.401 0.512
H -0.578 3.266 -1.081
H -2.778 3.903 -0.996
F -2.335 0.840 -2.885
C -2.127 -0.472 -3.106
F -2.455 -0.747 -4.352
F -2.940 -1.149 -2.284
S -0.357 -0.925 -2.740
O -0.392 -1.136 -1.296
O -0.112 -2.062 -3.558
N 0.488 0.365 -2.954
S 0.767 1.077 -4.347
O -0.108 0.668 -5.402
O 0.997 2.467 -4.097
C 2.428 0.400 -4.780
F 2.437 -0.925 -4.725
F 3.352 0.866 -3.925
F 2.759 0.790 -6.009
```


Tell me which of them is the most stable. Sure, it is A).


A) Below is a gas-phase ion, C4H13N2 (charge +2), with properties calculated with the ωB97M-V functional and the def2-TZVPD basis.

Results
spin multiplicity: 2
net charge: +2

Structure (XYZ):
```
19
C4H13N2 | OMol25 | the ωB97M-V functional and the def2-TZVPD basis
C 1.350 0.564 0.501
N 1.542 1.280 1.848
C 0.027 -0.088 0.346
N -0.041 -0.806 -0.991
C -1.296 -1.624 -1.329
C -1.126 0.970 0.343
H 1.702 1.155 -0.332
H 2.073 -0.296 0.493
H 1.524 2.377 1.766
H 2.295 0.875 2.371
H -0.274 -0.841 1.143
H 0.121 -0.082 -1.783
H 0.766 -1.334 -1.266
H -2.122 -1.570 -0.629
H -1.553 -1.362 -2.374
H -0.950 -2.687 -1.347
H -0.872 1.537 1.316
H -1.045 1.462 -0.631
H -2.118 0.471 0.556
```


B) Below is 2 unconnected molecules or ions with the total composition C4H13N2, with properties calculated with the ωB97M-V functional and the def2-TZVPD basis.

Results
spin multiplicity: 2
net charge: +2

Structure (XYZ):
```
19
C4H13N2 | OMol25 | the ωB97M-V functional and the def2-TZVPD basis
C -1.285 -2.493 0.745
C -0.364 -1.490 1.033
N -0.572 -0.182 0.719
C -0.067 0.837 1.698
H -2.237 -2.262 0.277
H -1.041 -3.523 0.973
H 0.593 -1.692 1.505
H -1.568 -0.054 0.510
H -0.629 0.762 2.627
H 0.989 0.646 1.877
H -0.190 1.832 1.278
C 0.925 1.694 -1.758
N 0.677 0.223 -1.574
H -0.031 2.203 -1.676
H 1.600 2.035 -0.979
H 1.373 1.881 -2.729
H 0.121 -0.146 -2.348
H 0.143 0.016 -0.599
H 1.563 -0.287 -1.577
```


Tell me which of them is the most stable. Sure, it is B).


A) Below is C2H5N in the gas phase, with properties calculated with the ωB97M-V functional and the def2-TZVPD basis.

Results
SMILES string: C1CN1

Structure (XYZ):
```
8
C2H5N | OMol25 | the ωB97M-V functional and the def2-TZVPD basis
C 0.779 -0.135 -0.066
C -0.671 -0.366 -0.029
N -0.198 0.967 -0.294
H 1.144 -0.491 -1.036
H 1.396 -0.101 0.854
H -1.068 -0.588 0.929
H -1.086 -0.875 -0.915
H -0.297 1.589 0.558
```


B) Below is C2H5N in the gas phase, with properties calculated with the ωB97M-V functional and the def2-TZVPD basis.

Results
SMILES string: C1CN1

Structure (XYZ):
```
8
C2H5N | OMol25 | the ωB97M-V functional and the def2-TZVPD basis
C -0.509 0.660 -0.134
C 0.436 -0.322 -0.544
N -0.032 -0.439 0.705
H -1.537 0.659 -0.469
H -0.136 1.643 0.129
H 1.657 -0.267 -0.655
H 0.114 -1.007 -1.280
H 0.569 0.015 1.412
```


C) Below is C2H5N in the gas phase, with properties calculated with the ωB97M-V functional and the def2-TZVPD basis.

Results
SMILES string: [H]/N=C/C

Structure (XYZ):
```
8
C2H5N | OMol25 | the ωB97M-V functional and the def2-TZVPD basis
H 2.331 -0.182 -0.106
N 1.443 0.257 0.011
C 0.405 -0.430 0.005
C -0.898 0.269 0.030
H 0.259 -1.485 0.123
H -1.585 0.063 0.828
H -1.372 0.080 -0.977
H -0.583 1.427 0.087
```


Tell me which of them is the most stable. Sure, it is C).